1.
Entry from the OMol25 dataset: a cluster of 5 separate species, C26H53BBr8FN2O2S in total (ωB97M-V/def2-TZVPD).

Results
M ... 1126.8 g/mol
HOMO ... -11.287 eV
2S+1 ... 1
LUMO ... -0.160 hartree
Total charge ... +1
Energy ... -609449.98529 eV

```
94
Properties=species:S:1:pos:R:3:lowdin_charge:R:1
C -2.61007 -4.95931 0.89415 -0.16
C -0.99326 -5.09890 1.29446 -0.24
C -0.04969 -4.00499 0.45110 -0.21
C 0.18059 -2.74283 1.47917 -0.20
C 1.35575 -1.69352 1.03581 -0.14
C 0.84130 -0.20983 0.57427 -0.36
O 0.37281 0.76715 1.56550 -0.15
C -0.98446 0.49301 2.04731 -0.15
C -1.86245 1.88379 2.21877 -0.29
C -0.73226 3.11397 2.24737 -0.11
C -2.88240 2.17437 0.96890 -0.16
C -4.13676 1.13008 0.83145 -0.37
C -4.10246 0.22017 -0.55308 -0.11
C -4.36721 0.13699 2.11379 -0.11
C 0.03402 -0.41227 -0.84283 0.01
N 0.87576 -0.05231 -2.08570 0.01
F 0.55017 -0.28421 -3.39643 0.10
C 2.05597 0.56481 -1.74777 0.08
B 3.28018 1.18663 -2.66131 -0.40
O 3.27875 2.67983 -2.85568 0.02
N 4.42289 0.40473 -3.28237 -0.11
C 5.20157 1.28052 -4.28230 -0.10
C 3.94625 -0.76569 -4.11786 -0.11
C 2.12663 0.62606 -0.09574 -0.42
S 3.86980 0.05725 0.31435 0.77
H -3.31408 -5.18072 1.83271 0.02
H -2.90342 -5.77780 0.09190 0.08
H -2.89286 -3.87146 0.54401 0.06
H -0.95772 -4.85768 2.46263 0.10
H -0.61508 -6.20362 1.18554 0.11
H 0.92758 -4.58698 0.16148 0.12
H -0.70809 -3.67716 -0.46779 0.10
H 0.52216 -3.22490 2.51556 0.13
H -0.87052 -2.27009 1.67850 0.11
H 2.08175 -1.56923 1.96994 0.12
H 1.93346 -2.19779 0.12556 0.14
H -0.90710 0.02876 3.13766 0.16
H -1.61779 -0.24071 1.39489 0.10
H -2.40432 1.91183 3.25681 0.14
H -1.28844 4.10424 2.59474 0.09
H 0.08486 2.91194 3.09167 0.10
H -0.21978 3.28676 1.20579 0.08
H -3.31260 3.27206 1.09512 0.13
H -2.25886 2.18014 -0.04760 0.11
H -5.12045 1.79685 0.74348 0.14
H -3.74709 0.89687 -1.43989 0.08
H -5.19589 -0.19981 -0.78304 0.09
H -3.42405 -0.75153 -0.43862 0.07
H -3.72419 -0.84735 1.92087 0.08
H -4.16023 0.61422 3.16182 0.08
H -5.49424 -0.20756 2.11152 0.09
H -0.69779 0.53184 -0.82156 0.15
H -0.72984 -1.29672 -0.93406 0.15
H 4.07473 3.05919 -2.34966 0.11
H 5.70292 2.21767 -3.75301 0.05
H 4.50382 1.65146 -5.16100 0.12
H 6.09411 0.68861 -4.79401 0.11
H 2.92215 -0.57757 -4.65236 0.10
H 3.91502 -1.70723 -3.39360 0.12
H 4.76091 -1.03151 -4.94920 0.12
H 1.93118 1.75050 0.25246 0.16
H 3.84264 -0.15017 1.71260 -0.07
Br 7.07421 4.09978 -1.97529 0.64
C 8.79544 4.48846 -2.80589 -0.66
C 9.14227 3.45732 -3.85447 -0.69
Br 9.76026 1.79823 -3.03607 0.61
H 9.53166 4.55253 -1.99991 0.06
H 8.67483 5.47570 -3.26103 0.07
H 9.97907 3.79944 -4.46986 0.06
H 8.30111 3.19876 -4.50391 0.05
Br 7.92923 7.63037 0.44897 0.60
C 6.27574 6.74262 0.97952 -0.70
C 6.35430 6.24575 2.40430 -0.69
Br 7.42449 4.61975 2.52709 0.59
H 6.09279 5.94715 0.25188 0.00
H 5.49874 7.50593 0.87967 0.06
H 5.36315 5.96171 2.76889 0.06
H 6.79601 6.97126 3.09328 0.06
Br -6.34193 -3.74763 1.65032 0.57
C -6.48134 -4.36639 3.49458 -0.67
C -5.73372 -3.45166 4.43660 -0.68
Br -3.80975 -3.75649 4.33829 0.61
H -6.11979 -5.39820 3.51334 0.06
H -7.55218 -4.35728 3.71717 0.06
H -6.00239 -3.66453 5.47511 0.06
H -5.89936 -2.38988 4.23327 0.05
Br -6.69795 -3.56917 -1.98138 0.57
C -8.55527 -4.14246 -2.14044 -0.68
C -9.50553 -3.02974 -1.76371 -0.69
Br -9.59969 -2.80654 0.17164 0.58
H -8.66736 -5.03708 -1.52173 0.06
H -8.67921 -4.41575 -3.19224 0.06
H -10.52622 -3.27349 -2.07157 0.06
H -9.22590 -2.05935 -2.18360 0.05
```

---

2.
Entry from the OMol25 dataset: a cluster of 4 separate species, C26H53FN2O9 in total (ωB97M-V/def2-TZVPD).

Results
M ... 556.7 g/mol
HOMO ... -8.854 eV
2S+1 ... 1
Structure (SMILES) ... CC[C@H](C#N)[C@H](C#N)CCF.COCCOCCOC.COCCOCCOC.COCCOCCOC
LUMO ... 0.012 hartree
Total charge ... 0
Energy ... -51939.88586 eV

```
91
Properties=species:S:1:pos:R:3:lowdin_charge:R:1
C 1.24572 0.92238 3.19622 -0.10
C 0.81044 2.03440 2.16379 -0.18
C -0.52663 1.60177 1.49265 -0.25
C -0.42055 1.57088 -0.02766 -0.15
N -0.46865 1.44351 -1.14415 0.18
C -1.79921 2.42217 1.89145 -0.25
C -1.56996 3.89670 2.08877 -0.18
N -1.38929 4.90536 2.54211 0.17
C -2.50441 1.72024 3.10633 -0.11
C -3.32853 0.51019 2.60578 -0.20
F -4.31238 0.86983 1.68825 -0.05
H 0.53873 0.88822 4.05399 0.07
H 1.22384 -0.07394 2.71832 0.08
H 2.24063 1.17490 3.60264 0.07
H 0.77525 2.98163 2.72953 0.11
H 1.66080 2.09904 1.45568 0.11
H -0.71592 0.55503 1.80408 0.12
H -2.50938 2.33194 1.04014 0.14
H -3.09953 2.43475 3.69881 0.13
H -1.69707 1.28522 3.73584 0.11
H -3.81192 0.01751 3.47557 0.13
H -2.68775 -0.26985 2.14162 0.12
C 7.50572 0.82658 4.21156 -0.11
O 7.20091 -0.32555 3.45279 -0.20
C 6.01379 -0.97318 3.88789 -0.20
C 5.24412 -1.54960 2.71358 -0.18
O 4.56314 -0.57814 1.92570 -0.14
C 5.36749 0.26589 1.10463 -0.18
C 6.02883 -0.44514 -0.06206 -0.20
O 7.15194 -1.19652 0.37894 -0.20
C 7.36989 -2.35784 -0.39304 -0.11
H 7.79008 0.55060 5.23233 0.09
H 8.34352 1.33197 3.73198 0.09
H 6.65606 1.51793 4.23280 0.09
H 5.36500 -0.27958 4.43570 0.12
H 6.31072 -1.78774 4.55981 0.13
H 4.45673 -2.19195 3.11839 0.13
H 5.87338 -2.18791 2.09322 0.12
H 6.09189 0.81835 1.70338 0.12
H 4.67426 1.00347 0.69091 0.12
H 6.39265 0.29904 -0.78107 0.13
H 5.29613 -1.09325 -0.55415 0.13
H 6.46708 -2.97812 -0.43137 0.09
H 8.15926 -2.93694 0.08532 0.09
H 7.68646 -2.09562 -1.40814 0.09
C -4.97317 -2.81234 1.02856 -0.11
O -4.29499 -3.83502 1.73010 -0.21
C -5.12221 -4.95717 2.00687 -0.20
C -4.33425 -6.25056 1.91129 -0.18
O -4.03173 -6.65382 0.58040 -0.13
C -3.04696 -5.90011 -0.12154 -0.18
C -1.63516 -6.06939 0.41033 -0.20
O -1.45271 -5.31744 1.60417 -0.21
C -0.53429 -5.91703 2.49196 -0.12
H -5.73179 -2.34986 1.66869 0.09
H -4.23987 -2.05886 0.74114 0.08
H -5.43626 -3.20288 0.11631 0.09
H -5.97015 -5.00191 1.31403 0.13
H -5.50403 -4.84110 3.02863 0.13
H -4.96143 -7.04944 2.31663 0.13
H -3.43540 -6.22119 2.52780 0.12
H -3.33018 -4.84923 -0.18489 0.12
H -3.06362 -6.29234 -1.14166 0.13
H -0.92074 -5.68883 -0.32993 0.13
H -1.43942 -7.13212 0.58679 0.13
H -0.82137 -6.95119 2.71353 0.09
H -0.55022 -5.35354 3.42470 0.09
H 0.47957 -5.89117 2.07803 0.09
C -3.68557 6.35937 -7.11789 -0.12
O -3.48803 5.18356 -6.36141 -0.20
C -3.10999 4.07136 -7.16126 -0.20
C -2.11552 3.18609 -6.43236 -0.18
O -0.80009 3.72385 -6.35506 -0.13
C -0.59682 4.82462 -5.47306 -0.18
C -0.70136 4.47080 -4.00050 -0.20
O -2.06080 4.32753 -3.61390 -0.20
C -2.23449 3.37653 -2.58279 -0.13
H -4.56971 6.26167 -7.75692 0.09
H -3.83754 7.18425 -6.42206 0.09
H -2.80453 6.58512 -7.72866 0.09
H -2.66870 4.40025 -8.10928 0.12
H -4.01895 3.49489 -7.37331 0.13
H -2.01317 2.26222 -7.00874 0.13
H -2.48066 2.89610 -5.44687 0.12
H -1.24669 5.66041 -5.73397 0.12
H 0.42890 5.15313 -5.66109 0.13
H -0.27260 5.28379 -3.40076 0.13
H -0.14327 3.54854 -3.80828 0.13
H -1.79642 2.41637 -2.85916 0.05
H -3.30576 3.23176 -2.43505 0.09
H -1.79111 3.73565 -1.64842 0.07
```

---

How do the records compare in HOMO-LUMO gap? In the order shown, they have 6.9, 9.2 eV.